(1)
{"formula": "C4H9NO2", "method": "ωB97M-V/def2-TZVPD", "mol_weight_g_mol": 103.1, "e_homo_ev": -9.68, "total_charge": 0, "e_tot_ev": -9875.7918, "relative_energy_ev": 4.269, "gap_ev": 10.519, "smiles": "C/N=C/OCCO", "e_lumo_ev": 0.834, "largest_force_ev_per_a": 2.3, "species": ["H", "C", "H", "O", "H", "C", "H", "C", "H", "H", "N", "O", "H", "H", "C", "H"], "positions_angstrom": [[-0.718, -1.219, 1.457], [0.621, 0.507, 0.466], [-2.200, 1.566, 1.122], [-0.168, 1.584, 0.857], [-0.684, -1.056, -0.989], [-1.373, -0.623, 0.762], [2.173, -1.311, -1.415], [-1.413, 1.033, 0.557], [2.327, 0.319, -2.088], [-2.321, -0.627, 1.249], [0.792, 0.213, -0.748], [-1.469, -1.300, -0.463], [2.861, 0.014, -0.433], [-1.609, 1.060, -0.516], [2.099, -0.248, -1.176], [1.082, 0.087, 1.359]]}

---

(2)
{"formula": "C4H9NO2", "method": "ωB97M-V/def2-TZVPD", "mol_weight_g_mol": 103.1, "e_homo_ev": -9.82, "total_charge": 0, "e_tot_ev": -9877.4739, "relative_energy_ev": 2.587, "gap_ev": 10.421, "smiles": "[H]/N=C/C.O=CCO", "e_lumo_ev": 0.597, "largest_force_ev_per_a": 2.9, "species": ["C", "H", "C", "H", "O", "O", "C", "H", "H", "H", "H", "N", "H", "H", "C", "H"], "positions_angstrom": [[-1.067, -1.408, -0.546], [0.329, -0.630, 1.717], [-1.080, -0.132, -1.434], [-0.875, 1.219, 1.895], [-0.072, -2.113, -0.403], [-1.867, 0.895, -0.866], [0.706, 0.359, 1.284], [-0.065, 0.224, -1.628], [-1.312, 1.326, -0.179], [2.354, 1.295, 0.283], [-2.082, -1.805, -0.370], [-0.068, 1.389, 1.278], [1.869, -0.302, -0.360], [2.747, -0.201, 1.176], [2.003, 0.294, 0.546], [-1.520, -0.412, -2.394]]}

---

(3)
{"formula": "C4H9NO2", "method": "ωB97M-V/def2-TZVPD", "mol_weight_g_mol": 103.1, "e_homo_ev": -7.98, "total_charge": 0, "e_tot_ev": -9877.8909, "relative_energy_ev": 2.170, "gap_ev": 8.404, "smiles": "C/C=C/N.O=CO", "e_lumo_ev": 0.426, "largest_force_ev_per_a": 3.0, "species": ["O", "C", "H", "H", "N", "C", "C", "H", "O", "H", "C", "H", "H", "H", "H", "H"], "positions_angstrom": [[-1.957, -1.547, 3.490], [0.972, 0.726, -1.639], [-0.412, -0.572, 1.102], [1.971, 2.418, -2.573], [0.122, -0.577, 0.245], [0.136, 0.596, -0.577], [-1.007, -1.911, 2.597], [0.301, 2.648, -2.258], [0.179, -1.880, 2.779], [-0.503, 1.484, -0.300], [0.985, 1.898, -2.608], [-2.838, -1.599, 3.133], [1.062, -0.958, 0.431], [-1.425, -2.223, 1.659], [1.631, -0.153, -1.879], [0.782, 1.649, -3.602]]}

---

(4)
{"formula": "C4H9NO2", "method": "ωB97M-V/def2-TZVPD", "mol_weight_g_mol": 103.1, "e_homo_ev": -9.94, "total_charge": 0, "e_tot_ev": -9879.3445, "relative_energy_ev": 0.716, "gap_ev": 10.616, "smiles": "C[C@@H](O)CNC=O", "e_lumo_ev": 0.676, "largest_force_ev_per_a": 0.4, "species": ["H", "C", "H", "H", "C", "H", "N", "O", "H", "H", "H", "C", "C", "H", "O", "H"], "positions_angstrom": [[-2.564, -0.089, 0.372], [-2.061, -0.773, -0.322], [0.027, 1.515, -0.933], [2.175, -0.916, 0.802], [0.149, -0.239, 0.730], [3.306, 0.964, 0.245], [1.595, -0.126, 0.567], [-0.741, 0.977, -1.196], [-2.626, -0.776, -1.258], [-0.128, -1.004, -1.249], [-0.206, 0.616, 1.319], [2.205, 1.024, 0.213], [-0.642, -0.288, -0.582], [-0.037, -1.151, 1.305], [1.622, 2.049, -0.112], [-2.074, -1.784, 0.100]]}

---

(5)
{"formula": "C4H9NO2", "method": "ωB97M-V/def2-TZVPD", "mol_weight_g_mol": 103.1, "e_homo_ev": -9.12, "total_charge": 0, "e_tot_ev": -9874.3251, "relative_energy_ev": 5.736, "gap_ev": 10.170, "smiles": "C=[N+]([O-])OC(C)C", "e_lumo_ev": 1.049, "largest_force_ev_per_a": 3.3, "species": ["H", "H", "H", "H", "H", "H", "C", "H", "H", "H", "C", "O", "O", "N", "C", "C"], "positions_angstrom": [[0.286, 0.464, -1.503], [1.414, 0.088, 2.792], [0.062, -2.200, -0.237], [-2.131, -0.673, -1.064], [-2.068, 1.266, -0.888], [-1.954, 0.177, 0.360], [-0.205, -0.078, -0.711], [-0.846, -1.951, -1.839], [0.855, -1.668, -1.806], [2.230, 1.834, 2.547], [-0.033, -1.623, -1.191], [0.868, 2.100, 0.371], [0.502, -0.082, 0.567], [1.096, 1.157, 1.060], [-1.714, 0.206, -0.668], [1.639, 0.984, 2.210]]}

---

(6)
{"formula": "C4H9NO2", "method": "ωB97M-V/def2-TZVPD", "mol_weight_g_mol": 103.1, "e_homo_ev": -9.74, "total_charge": 0, "e_tot_ev": -9876.4264, "relative_energy_ev": 3.634, "gap_ev": 10.597, "e_lumo_ev": 0.852, "largest_force_ev_per_a": 3.2, "species": ["C", "H", "H", "H", "H", "C", "H", "C", "O", "H", "O", "H", "H", "N", "H", "C"], "positions_angstrom": [[1.773, -0.397, -1.518], [-2.393, -1.008, 1.169], [2.672, -1.014, -1.528], [-0.898, 1.283, -0.197], [0.884, -0.994, -1.282], [-1.742, -0.619, 0.370], [0.743, 1.352, 1.463], [1.758, 1.219, 0.460], [-0.658, -1.501, 0.156], [-0.049, -1.229, 0.866], [-0.111, 0.661, 1.643], [-2.340, -0.587, -0.552], [1.663, 0.115, -2.474], [1.908, 0.578, -0.496], [-2.014, 1.365, 1.182], [-1.197, 0.779, 0.737]]}

---

(7)
{"formula": "C4H9NO2", "method": "ωB97M-V/def2-TZVPD", "mol_weight_g_mol": 103.1, "e_homo_ev": -9.45, "total_charge": 0, "e_tot_ev": -9879.2779, "relative_energy_ev": 0.783, "gap_ev": 10.304, "smiles": "C[C@H](N)CC(=O)O", "e_lumo_ev": 0.854, "largest_force_ev_per_a": 1.7, "species": ["H", "C", "C", "C", "C", "O", "H", "H", "H", "O", "H", "H", "N", "H", "H", "H"], "positions_angstrom": [[0.771, -1.170, 1.447], [0.299, 0.424, 0.257], [1.814, 0.754, 0.095], [-1.641, -0.807, -0.658], [-0.236, -0.291, -1.019], [-1.990, -1.934, -0.506], [2.272, -0.021, -0.524], [-0.314, 1.313, 0.350], [-3.314, 0.015, -0.261], [-2.395, 0.288, -0.354], [0.167, 0.079, 2.280], [0.486, -1.057, -1.306], [0.084, -0.428, 1.408], [2.271, 0.813, 1.092], [-0.339, 0.311, -1.939], [2.064, 1.711, -0.363]]}

---

(8)
{"formula": "C4H9NO2", "method": "ωB97M-V/def2-TZVPD", "mol_weight_g_mol": 103.1, "e_homo_ev": [-8.83, -8.83], "total_charge": 0, "e_tot_ev": -9875.1431, "relative_energy_ev": 4.918, "gap_ev": [8.719, 8.718], "smiles": "C=C(C)OC.N=O", "e_lumo_ev": [-0.108, -0.108], "largest_force_ev_per_a": 1.7, "species": ["H", "O", "H", "C", "C", "H", "H", "C", "H", "N", "O", "H", "C", "H", "H", "H"], "positions_angstrom": [[2.046, 1.324, -1.357], [2.336, -0.243, -2.363], [-1.843, 2.279, 1.201], [-1.150, -1.723, -0.338], [-0.487, -0.514, 0.250], [-1.269, -1.593, -1.413], [1.321, 0.405, 0.906], [-0.950, 1.683, 1.024], [-2.138, -1.843, 0.098], [2.513, 0.373, -1.330], [-1.396, 0.459, 0.492], [-0.414, 1.532, 1.967], [0.837, -0.434, 0.445], [-0.555, -2.613, -0.162], [-0.294, 2.207, 0.321], [1.443, -1.298, 0.260]]}

---

(9)
{"formula": "C4H9NO2", "method": "ωB97M-V/def2-TZVPD", "mol_weight_g_mol": 103.1, "e_homo_ev": -9.93, "total_charge": 0, "e_tot_ev": -9879.1141, "relative_energy_ev": 0.947, "gap_ev": 10.688, "smiles": "C[C@@H](CO)NC=O", "e_lumo_ev": 0.762, "largest_force_ev_per_a": 0.4, "species": ["N", "O", "H", "C", "H", "H", "H", "C", "C", "O", "C", "H", "H", "H", "H", "H"], "positions_angstrom": [[1.129, 0.535, -0.065], [1.568, -1.518, -1.016], [-1.861, -0.874, 0.748], [-0.276, 0.460, 0.347], [-0.747, -1.495, -0.486], [-2.151, 1.459, -0.018], [2.935, -0.057, -0.817], [1.899, -0.398, -0.666], [-1.188, 1.323, -0.525], [-0.181, -1.657, 1.521], [-0.812, -0.966, 0.470], [0.506, -2.214, 1.138], [-1.395, 0.846, -1.488], [1.612, 1.380, 0.203], [-0.745, 2.310, -0.710], [-0.293, 0.867, 1.364]]}

---

(10)
{"formula": "C4H9NO2", "method": "ωB97M-V/def2-TZVPD", "mol_weight_g_mol": 103.1, "e_homo_ev": -9.74, "total_charge": 0, "e_tot_ev": -9878.8106, "relative_energy_ev": 1.250, "gap_ev": 10.401, "smiles": "C[C@@H](O)CNC=O", "e_lumo_ev": 0.665, "largest_force_ev_per_a": 0.9, "species": ["H", "H", "C", "C", "H", "H", "H", "O", "H", "N", "H", "H", "C", "O", "C", "H"], "positions_angstrom": [[-0.407, -0.020, -1.467], [-1.181, -1.088, 0.415], [0.591, 0.610, 0.392], [-1.863, 0.907, 1.337], [1.240, 0.061, 1.104], [1.045, -1.949, -2.065], [-2.569, 1.679, 1.740], [-2.318, -0.207, 1.119], [2.173, -1.542, -0.771], [-0.578, 1.315, 1.108], [1.933, -0.420, -2.142], [-0.484, 2.294, 1.385], [1.432, -1.114, -1.456], [-0.392, -1.506, 0.013], [0.239, -0.473, -0.691], [1.140, 1.453, -0.022]]}

---

(11)
{"formula": "C4H9NO2", "method": "ωB97M-V/def2-TZVPD", "mol_weight_g_mol": 103.1, "e_homo_ev": -9.97, "total_charge": 0, "e_tot_ev": -9879.1527, "relative_energy_ev": 0.908, "gap_ev": 10.723, "smiles": "C[C@@H](CO)NC=O", "e_lumo_ev": 0.751, "largest_force_ev_per_a": 0.4, "species": ["C", "H", "C", "H", "H", "H", "O", "C", "H", "C", "H", "H", "H", "N", "O", "H"], "positions_angstrom": [[0.500, -0.470, -0.083], [-2.687, -0.045, -1.269], [0.490, 0.031, 1.368], [1.524, 0.031, 1.729], [1.343, 0.049, -2.011], [0.115, 1.059, 1.404], [-0.243, -0.817, 2.221], [1.283, 0.470, -1.001], [0.964, -1.464, -0.068], [-1.830, 0.251, -0.633], [-1.175, -0.617, 2.076], [0.776, 1.442, -1.054], [-0.974, -1.470, -1.233], [-0.853, -0.688, -0.610], [-1.814, 1.301, -0.017], [2.304, 0.624, -0.633]]}

---

(12)
{"formula": "C4H9NO2", "method": "ωB97M-V/def2-TZVPD", "mol_weight_g_mol": 103.1, "e_homo_ev": -10.10, "total_charge": 0, "e_tot_ev": -9877.6806, "relative_energy_ev": 2.380, "gap_ev": 10.791, "smiles": "[H]/N=C(/O)CCOC", "e_lumo_ev": 0.691, "largest_force_ev_per_a": 4.0, "species": ["H", "C", "O", "H", "H", "H", "C", "N", "C", "H", "H", "H", "O", "H", "H", "C"], "positions_angstrom": [[0.162, 0.743, 0.962], [2.275, 1.591, -0.314], [-2.190, -2.388, -0.054], [-2.116, 0.540, 0.867], [-0.246, 1.076, -0.745], [-0.047, -1.438, -1.202], [-0.276, -1.026, -0.208], [-2.505, -0.390, 0.733], [0.287, 0.375, -0.074], [1.814, 2.314, -1.011], [2.209, 1.998, 0.710], [-2.794, -2.377, 0.821], [1.650, 0.335, -0.402], [3.330, 1.460, -0.580], [0.212, -1.689, 0.522], [-1.766, -1.124, -0.024]]}

---

(13)
{"formula": "C4H9NO2", "method": "ωB97M-V/def2-TZVPD", "mol_weight_g_mol": 103.1, "e_homo_ev": [-14.69, -14.67], "total_charge": 1, "e_tot_ev": -9870.4514, "s2": 0.75, "relative_energy_ev": 0.751, "gap_ev": [11.157, 5.658], "spin_multiplicity": 2, "e_lumo_ev": [-3.533, -9.014], "largest_force_ev_per_a": 2.6, "species": ["C", "C", "O", "H", "H", "H", "H", "C", "C", "H", "H", "O", "N", "H", "H", "H"], "positions_angstrom": [[0.496, 1.028, 0.425], [-1.064, -0.960, -0.122], [2.242, -0.572, 0.474], [3.006, -0.899, -0.066], [0.894, 1.666, 1.213], [-0.217, -1.539, -0.493], [-1.357, 0.535, 1.429], [1.642, 0.361, -0.296], [-0.505, 0.023, 0.978], [-2.489, 0.323, -0.901], [-0.054, -0.616, 1.735], [1.977, 0.597, -1.417], [-1.703, -0.271, -1.196], [-1.791, -1.620, 0.353], [0.005, 1.685, -0.296], [-1.083, 0.260, -1.820]]}

---

(14)
{"formula": "C4H9NO2S", "method": "ωB97M-V/def2-TZVPD", "mol_weight_g_mol": 135.2, "e_homo_ev": -7.86, "total_charge": 0, "e_tot_ev": -20709.3166, "relative_energy_ev": 5.716, "gap_ev": 4.646, "e_lumo_ev": -3.214, "largest_force_ev_per_a": 4.1, "species": ["H", "O", "H", "H", "C", "C", "N", "C", "H", "H", "H", "H", "H", "C", "S", "H", "O"], "positions_angstrom": [[-0.485, 0.285, -2.729], [1.612, -0.032, -1.285], [1.179, 1.216, 2.234], [-3.515, 0.909, 1.366], [-0.759, 0.021, -1.722], [0.543, -0.032, -0.718], [0.300, 0.677, 0.402], [-0.444, -1.221, -1.027], [0.177, -1.996, -1.427], [2.666, 0.224, 0.211], [-0.721, 0.656, 0.664], [1.020, -0.539, 1.981], [-1.579, 0.540, -1.207], [1.241, 0.420, 1.505], [-2.735, -0.027, 0.820], [-1.102, -1.484, -0.207], [2.602, 0.382, 1.139]]}

---

(15)
{"formula": "C4H9NO2S", "method": "ωB97M-V/def2-TZVPD", "mol_weight_g_mol": 135.2, "e_homo_ev": -9.38, "total_charge": 0, "e_tot_ev": -20713.4668, "relative_energy_ev": 1.566, "gap_ev": 10.019, "smiles": "C[C@@H](CS)NC(=O)O", "e_lumo_ev": 0.637, "largest_force_ev_per_a": 4.1, "species": ["C", "H", "H", "H", "C", "H", "H", "H", "O", "C", "H", "C", "H", "N", "S", "H", "O"], "positions_angstrom": [[0.891, -0.185, 1.496], [-0.469, -2.153, 2.334], [0.825, 0.895, 1.846], [-2.158, 2.587, -1.768], [1.055, -0.733, -0.997], [1.921, -1.443, -0.954], [1.393, 0.218, -1.557], [-0.387, -1.523, 0.267], [0.099, 1.985, -1.583], [-0.800, 1.419, -0.981], [1.909, -0.813, 1.351], [0.155, -0.556, 0.261], [0.414, -1.199, -1.813], [-0.815, 0.364, -0.151], [-0.121, -0.973, 2.913], [-1.763, 0.190, 0.287], [-2.148, 1.923, -0.952]]}

---

(16)
{"formula": "C4H9NO2S", "method": "ωB97M-V/def2-TZVPD", "mol_weight_g_mol": 135.2, "e_homo_ev": -8.74, "total_charge": 0, "e_tot_ev": -20713.0313, "relative_energy_ev": 2.002, "gap_ev": 9.463, "smiles": "O=C[C@H](CS)NCO", "e_lumo_ev": 0.722, "largest_force_ev_per_a": 2.3, "species": ["N", "H", "H", "C", "H", "H", "C", "S", "H", "H", "O", "H", "H", "C", "C", "H", "O"], "positions_angstrom": [[0.613, 0.819, 0.258], [-0.149, -0.257, -2.137], [0.204, 1.705, -0.032], [-1.519, -0.175, 1.136], [-1.547, 0.862, 1.464], [2.797, 1.221, -1.919], [-0.292, -0.316, 0.209], [-1.522, -1.465, 2.442], [2.591, 1.351, 0.289], [0.211, -1.238, 0.477], [2.061, 0.715, -1.630], [-2.428, -0.382, 0.587], [2.270, -0.404, 0.041], [1.957, 0.609, -0.203], [-0.846, -0.366, -1.298], [-2.376, -2.328, 1.844], [-2.026, -0.353, -1.526]]}